Entry 1:
{
  "formula": "C3H8N4",
  "method": "the ωB97M-V functional and the def2-TZVPD basis",
  "e_above_lowest_kcal_mol": 88.4,
  "multiplicity": 1,
  "charge": 2,
  "gap_ev": [7.57, 7.32],
  "species": ["C", "C", "C", "N", "N", "N", "N", "H", "H", "H", "H", "H", "H", "H", "H"],
  "coordinates": [[0.1054, 0.8415, -0.3200], [-2.2594, 0.1333, 0.0549], [1.0158, -1.3259, 0.3068], [-1.1251, 0.3672, -0.1879], [1.1809, -0.0423, 0.0250], [-3.5210, -0.0647, -0.1103], [2.4321, 0.5906, -0.1066], [0.3868, 1.8436, -0.2694], [1.8202, -2.0041, 0.4650], [0.1446, -1.7024, 0.6466], [-4.1969, -0.3501, 0.7229], [-3.9801, -0.5954, -0.8292], [2.8869, 0.4657, 0.8230], [2.1244, 1.5698, -0.2866], [2.9853, 0.2734, -0.9342]],
  "mulliken_charge": [-0.2255, 0.3930, -0.2108, -0.0638, 0.0541, -0.4303, -0.2720, 0.3134, 0.2972, 0.2607, 0.3749, 0.3290, 0.4181, 0.3474, 0.4146]
}

***

Entry 2:
{
  "formula": "C10H16O",
  "method": "the ωB97M-V functional and the def2-TZVPD basis",
  "e_above_lowest_kcal_mol": 32.8,
  "smiles": "Cc1ccc(O)cc1.CCC",
  "multiplicity": 1,
  "gap_ev": 9.20,
  "species": ["C", "C", "C", "H", "H", "H", "H", "H", "H", "H", "H", "C", "C", "C", "C", "C", "C", "C", "O", "H", "H", "H", "H", "H", "H", "H", "H"],
  "coordinates": [[0.0327, -1.4148, 1.9456], [1.3958, -2.0681, 1.7404], [-1.0419, -1.9097, 0.9632], [-0.4203, -1.4785, 2.9373], [0.0511, -0.3204, 1.8528], [1.2763, -3.1447, 1.6962], [-0.8213, -1.6345, -0.0708], [-1.2902, -2.9466, 1.1887], [2.0766, -1.7123, 2.5198], [1.8770, -1.6298, 0.8628], [-1.9614, -1.3293, 1.0662], [-0.2414, 2.4758, 1.0742], [1.2281, 1.0508, -2.0823], [0.1174, 0.3844, -2.5868], [1.0311, 1.7920, -0.9383], [-0.1804, 1.8294, -0.2575], [-1.1121, 0.2472, -1.9160], [-1.2520, 1.1191, -0.8149], [0.3114, -0.2966, -3.7593], [2.1090, 0.9976, -2.7028], [1.8538, 2.3974, -0.5716], [-1.8179, -0.4472, -2.3345], [-0.2849, -1.0012, -3.9280], [-1.1654, 2.3828, 1.6533], [0.0376, 3.5228, 1.1116], [-2.2409, 1.2243, -0.3880], [0.4322, 1.9102, 1.7384]],
  "mulliken_charge": [0.3241, -1.0946, -1.0554, 0.3423, -0.3001, 0.3408, 0.1122, 0.4031, 0.3370, 0.2603, 0.3327, -1.5292, -0.7789, 0.8246, -0.2536, 0.4535, -0.8390, -0.2084, -0.5570, 0.4340, 0.3955, 0.3328, 0.3012, 0.3587, 0.3961, 0.3680, 0.2993]
}

***

Entry 3:
{
  "formula": "C3H6O3",
  "method": "the ωB97M-V functional and the def2-TZVPD basis",
  "e_above_lowest_kcal_mol": 20.5,
  "smiles": "CC=O.O=CO",
  "multiplicity": 1,
  "gap_ev": 11.28,
  "species": ["O", "C", "C", "H", "H", "H", "H", "O", "C", "O", "H", "H"],
  "coordinates": [[1.5796, 0.7513, 0.4920], [0.7896, 0.9056, 1.3921], [-0.4378, 0.0683, 1.5655], [0.9623, 1.7258, 2.0905], [-0.7357, -0.1031, 0.5314], [-1.2263, 0.5671, 2.1188], [-0.2327, -0.9141, 1.9698], [-0.7892, -1.3824, -1.2124], [-0.4538, -0.7886, -2.2095], [0.6663, -0.0763, -2.2840], [-1.0877, -0.7856, -3.0989], [0.9654, 0.0319, -1.3553]],
  "mulliken_charge": [-0.5399, 0.1417, -0.5572, 0.3552, 0.0332, 0.3003, 0.2430, -0.5099, 0.1969, -0.3987, 0.3651, 0.3702]
}

***

Entry 4:
{
  "formula": "CH8N6",
  "method": "the ωB97M-V functional and the def2-TZVPD basis",
  "e_above_lowest_kcal_mol": 88.9,
  "smiles": "NN=C(NN)NN",
  "multiplicity": 1,
  "gap_ev": 9.74,
  "species": ["C", "H", "H", "H", "H", "H", "H", "H", "H", "N", "N", "N", "N", "N", "N"],
  "coordinates": [[-0.0344, 0.3076, -0.2178], [1.4784, -1.7776, -0.7864], [0.6821, -0.9805, -2.3048], [1.3039, 1.1922, -1.3346], [-1.3254, -0.4405, 1.1199], [1.3070, -0.4137, 1.7962], [0.9577, -1.7954, 1.2663], [-1.7605, 2.5049, 0.2137], [-2.7156, 0.9587, 0.1075], [1.4887, -0.8172, -1.5782], [1.2160, 0.3564, -0.7215], [-0.3426, -0.6456, 0.7808], [0.3936, -1.0776, 1.8409], [-0.8527, 1.1386, -0.6088], [-1.7962, 1.4897, 0.4269]],
  "mulliken_charge": [0.1192, 0.2817, 0.2876, 0.4022, 0.3666, 0.3180, 0.2369, 0.2949, 0.2565, -0.6081, -0.1341, 0.0370, -0.7269, -0.5065, -0.6248]
}